# 1
Formula: C13H28BCrNO6
Source: OMol25
Level of theory: ωB97M-V with the def2-TZVPD basis set

Structure (XYZ):
```
50
Properties=species:S:1:pos:R:3
Cr -0.58 -1.14 -0.44
C 2.04 -1.35 -2.10
O 1.27 -2.01 -1.09
C 1.67 -3.33 -0.77
C 1.38 -3.49 0.70
O 0.04 -3.11 0.91
C -0.72 -3.97 1.75
H 3.05 -1.17 -1.73
H 1.56 -0.40 -2.32
H 2.07 -1.96 -3.00
H 2.74 -3.46 -0.95
H 1.11 -4.03 -1.39
H 2.04 -2.84 1.28
H 1.58 -4.52 0.99
H -0.56 -5.01 1.47
H -1.77 -3.73 1.60
H -0.45 -3.83 2.80
N -2.38 0.00 -0.16
C -3.65 -0.59 -0.63
C -3.80 -2.01 -0.12
C -2.88 -3.01 -0.81
O -3.21 -4.19 -0.85
O -1.79 -2.52 -1.32
H -2.44 0.24 0.83
H -2.18 0.88 -0.63
H -3.61 -0.59 -1.72
H -4.49 0.03 -0.32
H -4.83 -2.36 -0.24
H -3.59 -2.04 0.95
C 2.27 3.00 -1.15
C 0.93 2.89 -0.45
C 0.02 4.00 -0.93
O 0.35 1.63 -0.86
B 0.38 0.69 0.21
O 0.83 1.34 1.34
C 1.03 2.76 1.11
C 2.38 3.14 1.68
C -0.08 3.48 1.87
H 2.11 2.94 -2.23
H 2.94 2.18 -0.87
H 2.78 3.94 -0.93
H -0.02 3.99 -2.02
H 0.39 4.98 -0.62
H -1.00 3.88 -0.56
H 3.17 2.50 1.29
H 2.35 3.03 2.77
H 2.62 4.18 1.46
H -1.07 3.17 1.52
H 0.01 4.56 1.77
H 0.00 3.22 2.92
```

Computed properties:
highest occupied orbital energy (spin up / spin down): -7.64 / -7.63 eV
orbital gap (spin up / spin down): 8.126 / 8.087 eV
E_LUMO (spin up / spin down): 0.487 / 0.455 eV
multiplicity: 5
max |F|: 0.88 eV/A
charge: 0
energy relative to the best compared isomer or geometry (same formula, charge and spin): 0.0 kcal/mol
⟨S²⟩: 6.025

Charges in e, computed with Mulliken, in the same order as the atoms: atom 1 (Cr): 0.219, atom 2 (C): -0.861, atom 3 (O): 0.144, atom 4 (C): -0.475, atom 5 (C): -0.673, atom 6 (O): -0.072, atom 7 (C): -0.830, atom 8 (H): 0.348, atom 9 (H): 0.145, atom 10 (H): 0.373, atom 11 (H): 0.427, atom 12 (H): 0.322, atom 13 (H): 0.285, atom 14 (H): 0.452, atom 15 (H): 0.405, atom 16 (H): 0.138, atom 17 (H): 0.296, atom 18 (N): -0.458, atom 19 (C): -0.633, atom 20 (C): -0.497, atom 21 (C): 0.610, atom 22 (O): -0.707, atom 23 (O): -0.628, atom 24 (H): 0.233, atom 25 (H): 0.148, atom 26 (H): 0.373, atom 27 (H): 0.393, atom 28 (H): 0.369, atom 29 (H): 0.168, atom 30 (C): -2.095, atom 31 (C): 1.654, atom 32 (C): -1.898, atom 33 (O): -0.511, atom 34 (B): 0.807, atom 35 (O): -0.581, atom 36 (C): 1.829, atom 37 (C): -1.842, atom 38 (C): -2.024, atom 39 (H): 0.512, atom 40 (H): 0.342, atom 41 (H): 0.363, atom 42 (H): 0.459, atom 43 (H): 0.360, atom 44 (H): 0.331, atom 45 (H): 0.337, atom 46 (H): 0.440, atom 47 (H): 0.347, atom 48 (H): 0.284, atom 49 (H): 0.363, atom 50 (H): 0.507

# 2
Formula: C13H28Br3Cl3F3KMg2NO14P3S3
Source: OMol25
Level of theory: ωB97M-V with the def2-TZVPD basis set

Structure (XYZ):
```
74
Properties=species:S:1:pos:R:3
O 3.83 -0.10 0.81
S 2.81 -1.00 0.21
O 3.46 -1.57 -1.04
C 1.35 0.04 -0.09
C 0.44 -0.16 1.19
P -0.76 1.26 1.50
O -2.29 0.67 1.89
Cl -1.01 2.18 -0.43
C -0.08 -1.65 1.41
C -1.45 -2.05 0.78
C -1.90 -1.33 -0.53
C -3.41 -0.86 -0.50
S -4.45 -2.18 -1.35
C 1.11 -2.67 1.21
P 1.19 -3.78 -0.31
O -0.05 -4.94 -0.19
Cl 0.63 -2.70 -2.07
O 2.45 -2.08 1.36
H 1.70 1.10 -0.05
H 0.84 -0.10 -1.08
H 1.18 -0.02 2.04
H -2.89 1.06 1.24
H -0.26 -1.66 2.50
H -1.57 -3.15 0.61
H -2.25 -1.82 1.54
H -1.24 -0.51 -0.89
H -1.89 -2.09 -1.34
H -3.54 0.06 -1.14
H -3.81 -0.74 0.53
H -5.15 -2.88 -0.35
H 1.05 -3.40 2.06
H -0.73 -4.75 -0.85
K -6.56 -0.91 -1.13
O 2.50 -2.28 4.31
P 3.22 -0.93 4.40
O 3.62 -0.63 5.84
O 2.26 0.17 3.91
O 4.48 -0.94 3.52
C 7.46 2.19 -0.52
C 6.70 0.88 -0.65
C 6.15 0.99 -2.07
O 7.06 1.74 -2.82
C 8.01 2.36 -1.93
H 8.23 2.17 0.24
H 6.76 3.00 -0.29
H 7.40 0.04 -0.58
H 5.93 0.73 0.11
H 5.18 1.51 -2.08
H 6.03 -0.01 -2.55
H 8.97 1.85 -2.04
H 8.14 3.43 -2.21
N -9.15 2.58 -1.21
H -9.70 3.45 -1.23
H -9.17 2.19 -0.26
H -9.56 1.91 -1.87
H -8.18 2.79 -1.48
Mg 0.47 0.66 -2.86
C -3.80 4.19 -3.95
F -2.61 3.93 -3.38
F -4.07 5.47 -3.69
F -3.62 4.11 -5.27
S -5.13 3.06 -3.35
O -5.19 3.28 -1.91
O -4.67 1.72 -3.71
O -6.33 3.47 -4.05
O -5.38 -2.67 1.89
H -4.80 -2.59 2.65
C -1.41 -3.06 5.62
Br -3.33 -3.09 5.39
Br -0.55 -4.52 4.69
Br -0.65 -1.35 5.10
H -1.21 -3.19 6.67
Mg 4.51 -0.67 -2.23
Cl 8.71 4.70 -3.62
```

Computed properties:
highest occupied orbital energy: -6.30 eV
orbital gap: 2.664 eV
E_LUMO: -3.640 eV
multiplicity: 1
max |F|: 5.86 eV/A
charge: 0
energy relative to the best compared isomer or geometry (same formula, charge and spin): 42.1 kcal/mol

Charges in e, computed with Mulliken, in the same order as the atoms: atom 1 (O): -0.576, atom 2 (S): 1.010, atom 3 (O): -0.291, atom 4 (C): -0.010, atom 5 (C): 0.123, atom 6 (P): -0.025, atom 7 (O): -0.385, atom 8 (Cl): -0.197, atom 9 (C): 1.727, atom 10 (C): -1.121, atom 11 (C): 0.245, atom 12 (C): -0.802, atom 13 (S): -0.628, atom 14 (C): -0.271, atom 15 (P): 0.045, atom 16 (O): -0.464, atom 17 (Cl): -0.225, atom 18 (O): -0.187, atom 19 (H): 1.077, atom 20 (H): -1.116, atom 21 (H): 0.129, atom 22 (H): 0.273, atom 23 (H): -1.106, atom 24 (H): 0.696, atom 25 (H): 0.471, atom 26 (H): -0.734, atom 27 (H): 0.761, atom 28 (H): 0.491, atom 29 (H): 0.586, atom 30 (H): 0.269, atom 31 (H): 0.377, atom 32 (H): 0.320, atom 33 (K): 0.812, atom 34 (O): -0.351, atom 35 (P): 0.729, atom 36 (O): -0.468, atom 37 (O): -0.460, atom 38 (O): -0.402, atom 39 (C): -0.702, atom 40 (C): -0.344, atom 41 (C): 0.290, atom 42 (O): -0.333, atom 43 (C): -0.192, atom 44 (H): 0.376, atom 45 (H): 0.285, atom 46 (H): 0.310, atom 47 (H): 0.404, atom 48 (H): 0.068, atom 49 (H): -0.097, atom 50 (H): 0.316, atom 51 (H): -0.091, atom 52 (N): -0.454, atom 53 (H): 0.389, atom 54 (H): 0.395, atom 55 (H): 0.389, atom 56 (H): 0.252, atom 57 (Mg): 0.405, atom 58 (C): 0.555, atom 59 (F): -0.203, atom 60 (F): -0.223, atom 61 (F): -0.220, atom 62 (S): 1.168, atom 63 (O): -0.692, atom 64 (O): -0.654, atom 65 (O): -0.698, atom 66 (O): -0.883, atom 67 (H): 0.055, atom 68 (C): -0.390, atom 69 (Br): -0.021, atom 70 (Br): -0.036, atom 71 (Br): 0.037, atom 72 (H): 0.391, atom 73 (Mg): 0.593, atom 74 (Cl): -0.765

# 3
Formula: C13H28N2O3
Source: OMol25
Level of theory: ωB97M-V with the def2-TZVPD basis set

Structure (XYZ):
```
46
Properties=species:S:1:pos:R:3
C 4.70 2.54 1.12
C 4.42 1.60 -0.10
C 2.96 1.17 -0.44
C 2.41 0.50 0.77
C 1.00 0.25 0.40
C 1.05 -0.75 -0.76
O 0.46 -0.45 -1.64
N 1.74 -1.89 -0.95
H 2.42 -2.13 -0.18
N 1.84 -2.69 -1.98
H 1.26 -3.65 -2.08
H 1.78 -2.15 -2.92
H 0.39 1.11 0.25
C 0.40 -0.88 1.56
C -1.09 -0.90 1.32
C -1.83 0.27 1.84
O -1.88 1.36 0.81
C -3.03 1.57 0.16
C -3.74 0.39 -0.94
C -5.07 0.67 -1.09
H -5.47 0.05 -1.87
H -5.58 0.67 -0.18
H -5.16 1.59 -1.71
C -2.76 0.16 -1.98
H -3.16 -0.57 -2.97
H -2.99 1.17 -2.74
H -1.79 0.30 -1.77
H -3.64 -0.61 -0.38
H -2.78 2.42 -0.43
H -3.84 1.83 0.91
H -1.48 0.71 2.52
H -2.90 0.11 1.84
O -1.58 -2.08 2.24
H -1.36 -1.69 3.21
H -1.29 -1.25 0.43
H 0.57 -0.45 2.44
H 0.85 -1.68 1.51
H 3.08 -0.57 1.23
H 2.44 1.04 1.66
H 3.19 0.49 -1.26
H 2.45 2.13 -0.37
H 5.14 1.86 -0.83
H 5.23 0.71 0.18
H 5.83 2.99 1.25
H 4.55 2.15 1.91
H 4.00 3.54 0.89
```

Computed properties:
highest occupied orbital energy: -8.65 eV
orbital gap: 9.321 eV
E_LUMO: 0.668 eV
multiplicity: 1
max |F|: 16.50 eV/A
charge: 0
energy relative to the best compared isomer or geometry (same formula, charge and spin): 316.7 kcal/mol

Charges in e, computed with Mulliken, in the same order as the atoms: atom 1 (C): -1.234, atom 2 (C): -0.841, atom 3 (C): -0.138, atom 4 (C): -1.197, atom 5 (C): 0.909, atom 6 (C): -0.295, atom 7 (O): -0.494, atom 8 (N): 0.348, atom 9 (H): 0.325, atom 10 (N): -1.013, atom 11 (H): 0.226, atom 12 (H): 0.273, atom 13 (H): 0.340, atom 14 (C): -2.444, atom 15 (C): 0.194, atom 16 (C): -1.591, atom 17 (O): -0.346, atom 18 (C): -1.150, atom 19 (C): 1.555, atom 20 (C): -1.841, atom 21 (H): 0.437, atom 22 (H): 0.432, atom 23 (H): 0.341, atom 24 (C): -1.687, atom 25 (H): 0.159, atom 26 (H): 0.269, atom 27 (H): 0.648, atom 28 (H): 0.088, atom 29 (H): 0.466, atom 30 (H): 0.380, atom 31 (H): 0.913, atom 32 (H): 0.584, atom 33 (O): -0.670, atom 34 (H): 0.380, atom 35 (H): 0.545, atom 36 (H): 0.895, atom 37 (H): 1.118, atom 38 (H): 0.211, atom 39 (H): 0.616, atom 40 (H): 0.255, atom 41 (H): 0.229, atom 42 (H): 0.578, atom 43 (H): 0.251, atom 44 (H): 0.289, atom 45 (H): 0.466, atom 46 (H): 0.224

# 4
Formula: C13H28N2O3S
Source: OMol25
Level of theory: ωB97M-V with the def2-TZVPD basis set

Structure (XYZ):
```
47
Properties=species:S:1:pos:R:3
C 0.57 -2.20 -3.84
C -0.49 -1.63 -2.96
O -0.82 -2.03 -1.88
O -1.10 -0.55 -3.53
C -2.14 0.08 -2.79
C -3.33 -0.83 -2.52
N -3.77 -1.49 -3.80
S -5.31 -2.39 -3.71
H 1.34 -1.46 -4.00
H 0.17 -2.45 -4.83
H 0.99 -3.08 -3.37
H -1.78 0.46 -1.84
H -2.44 0.92 -3.40
H -4.17 -0.26 -2.14
H -3.09 -1.63 -1.82
H -3.91 -0.78 -4.52
H -3.04 -2.11 -4.14
H -4.83 -3.24 -2.79
C -0.61 1.34 1.04
C 0.79 0.77 0.77
C 0.89 -0.71 1.17
C 0.93 -0.92 2.68
C 2.08 -0.13 3.30
C 2.01 1.37 2.98
N 1.86 1.53 1.49
O 2.97 1.57 0.86
C 0.87 2.04 3.76
C 3.31 2.06 3.39
C 1.04 0.92 -0.73
H -0.73 2.30 0.53
H -1.36 0.64 0.66
H -0.83 1.50 2.09
H 1.80 -1.12 0.73
H 0.04 -1.25 0.72
H -0.02 -0.65 3.13
H 1.07 -1.98 2.89
H 2.09 -0.25 4.38
H 3.03 -0.52 2.92
H 0.64 3.02 3.35
H 1.19 2.17 4.79
H -0.04 1.45 3.79
H 4.18 1.58 2.94
H 3.40 2.00 4.48
H 3.30 3.11 3.10
H 1.11 1.97 -1.01
H 0.20 0.47 -1.26
H 1.96 0.42 -1.04
```

Computed properties:
highest occupied orbital energy (spin up / spin down): -9.79 / -11.09 eV
orbital gap (spin up / spin down): 5.378 / 6.681 eV
E_LUMO (spin up / spin down): -4.412 / -4.412 eV
multiplicity: 2
max |F|: 0.42 eV/A
charge: +1
⟨S²⟩: 0.754

Charges in e, computed with Mulliken, in the same order as the atoms: atom 1 (C): -1.215, atom 2 (C): 0.885, atom 3 (O): -0.530, atom 4 (O): -0.402, atom 5 (C): 0.185, atom 6 (C): -0.950, atom 7 (N): -0.292, atom 8 (S): 0.019, atom 9 (H): 0.302, atom 10 (H): 0.335, atom 11 (H): 0.377, atom 12 (H): -0.237, atom 13 (H): 0.493, atom 14 (H): 0.467, atom 15 (H): 0.558, atom 16 (H): 0.397, atom 17 (H): 0.387, atom 18 (H): 0.220, atom 19 (C): -1.621, atom 20 (C): 1.755, atom 21 (C): -1.064, atom 22 (C): -0.611, atom 23 (C): -1.298, atom 24 (C): 1.578, atom 25 (N): 0.527, atom 26 (O): -0.629, atom 27 (C): -1.843, atom 28 (C): -1.821, atom 29 (C): -1.519, atom 30 (H): 0.405, atom 31 (H): 0.255, atom 32 (H): 0.231, atom 33 (H): 0.464, atom 34 (H): 0.220, atom 35 (H): 0.318, atom 36 (H): 0.410, atom 37 (H): 0.394, atom 38 (H): 0.392, atom 39 (H): 0.386, atom 40 (H): 0.481, atom 41 (H): 0.404, atom 42 (H): 0.386, atom 43 (H): 0.429, atom 44 (H): 0.440, atom 45 (H): 0.566, atom 46 (H): -0.070, atom 47 (H): 0.435

# 5
Formula: C13H28N3OSi
Source: OMol25
Level of theory: ωB97M-V with the def2-TZVPD basis set

Structure (XYZ):
```
46
Properties=species:S:1:pos:R:3
C -1.94 5.98 2.17
C -0.73 5.11 2.57
C -1.10 3.81 3.31
N -0.97 2.61 2.45
N 0.21 1.85 2.76
C 0.53 0.81 1.73
C 0.70 1.39 0.33
O 0.80 0.32 -0.56
Si -0.48 -0.18 -1.53
C -2.05 -0.17 -0.52
C -0.65 1.05 -2.93
C -0.04 -1.89 -2.06
H -1.95 6.17 1.10
H -2.88 5.50 2.42
H -1.92 6.94 2.68
H -0.05 5.68 3.19
H -0.17 4.82 1.68
H -0.48 3.68 4.21
H -2.13 3.84 3.67
H -1.75 1.98 2.56
H 0.98 2.53 2.82
H 0.15 1.40 3.68
H -0.28 0.08 1.75
H 1.45 0.33 2.06
H -0.13 2.07 0.10
H 1.63 1.98 0.29
H -2.00 -0.73 0.42
H -2.41 0.84 -0.31
H -2.82 -0.66 -1.13
H -1.55 1.67 -2.80
H 0.21 1.72 -2.96
H -0.72 0.56 -3.90
H 0.80 -1.91 -2.75
H 0.24 -2.47 -1.18
H -0.89 -2.39 -2.53
N 0.66 -6.40 -1.47
C 1.27 -7.02 -2.48
C 2.46 -6.58 -3.04
C 3.06 -5.44 -2.52
C 2.43 -4.78 -1.47
C 1.24 -5.30 -0.99
H 0.78 -7.90 -2.86
H 2.92 -7.13 -3.85
H 3.99 -5.07 -2.92
H 2.86 -3.89 -1.03
H 0.72 -4.82 -0.16
```

Computed properties:
highest occupied orbital energy: -11.35 eV
orbital gap: 8.076 eV
E_LUMO: -3.271 eV
multiplicity: 1
max |F|: 0.21 eV/A
charge: +1
energy relative to the best compared isomer or geometry (same formula, charge and spin): 0.0 kcal/mol

Charges in e, computed with Mulliken, in the same order as the atoms: atom 1 (C): -1.097, atom 2 (C): -0.248, atom 3 (C): -0.902, atom 4 (N): -0.265, atom 5 (N): -0.136, atom 6 (C): -0.673, atom 7 (C): -0.314, atom 8 (O): -0.445, atom 9 (Si): 0.551, atom 10 (C): -1.110, atom 11 (C): -1.109, atom 12 (C): -0.829, atom 13 (H): 0.296, atom 14 (H): 0.332, atom 15 (H): 0.295, atom 16 (H): 0.389, atom 17 (H): 0.200, atom 18 (H): 0.368, atom 19 (H): 0.505, atom 20 (H): 0.294, atom 21 (H): 0.423, atom 22 (H): 0.387, atom 23 (H): 0.290, atom 24 (H): 0.298, atom 25 (H): 0.356, atom 26 (H): 0.335, atom 27 (H): 0.321, atom 28 (H): 0.310, atom 29 (H): 0.396, atom 30 (H): 0.336, atom 31 (H): 0.329, atom 32 (H): 0.373, atom 33 (H): 0.369, atom 34 (H): -0.024, atom 35 (H): 0.385, atom 36 (N): -0.573, atom 37 (C): -0.195, atom 38 (C): -0.322, atom 39 (C): -0.318, atom 40 (C): -0.223, atom 41 (C): -0.240, atom 42 (H): 0.363, atom 43 (H): 0.356, atom 44 (H): 0.381, atom 45 (H): 0.380, atom 46 (H): 0.406